A molecular structure, C53H71AsN5P2Se2Si3Sn. Source: OMol25; level of theory: ωB97M-V with the def2-TZVPD basis set.

CARTESIAN COORDINATES (ANGSTROEM)
H -4.004 1.618 -3.708
H 4.474 -0.127 6.944
H -7.817 -1.681 -1.397
C 5.546 -2.927 5.213
C 4.347 -3.026 -2.846
C 2.893 1.727 0.267
H 4.700 -3.696 -3.633
H -2.289 3.693 8.942
H 4.559 -3.104 7.719
C -0.340 -4.832 -0.117
H 2.021 2.821 -2.497
H 0.130 3.557 9.118
H 3.064 -2.189 7.515
H 1.765 2.008 -8.779
C 2.923 2.259 -2.747
C 5.164 -0.768 6.396
H -1.117 5.431 -3.147
H -2.117 0.591 8.466
C -5.806 -1.572 -2.131
H 5.129 -3.875 4.868
H -2.718 2.751 5.514
C -3.164 2.959 -2.083
C -0.945 1.841 6.352
H 1.691 -4.413 3.410
C -1.235 1.178 8.726
C -5.641 0.805 -0.693
C 1.082 0.237 -7.781
H -5.539 0.902 -8.338
C -1.855 2.127 5.339
H -0.888 -5.779 -0.053
H 1.848 2.056 0.319
H 4.081 -0.236 -4.564
N -0.622 0.827 3.745
C -6.002 1.755 -6.422
P -2.040 -0.149 -5.197
C -2.032 4.912 -2.896
H 2.198 -2.139 1.724
C -3.261 5.540 -3.062
C 0.156 -0.302 -6.900
H 3.513 2.606 0.447
H 2.853 -5.814 -0.367
C -5.202 1.061 -7.323
C -0.789 0.528 -6.312
H 2.437 -0.299 6.209
H -5.390 5.379 -2.852
H 4.075 -2.835 3.187
H 0.144 -1.363 -6.677
H 3.076 1.010 1.070
H 1.752 -3.840 -4.876
C -3.548 0.756 -5.602
P -3.040 1.312 -1.366
C -4.396 3.588 -2.241
C -6.898 -1.111 -1.409
H -3.203 2.795 7.736
H -3.299 6.549 -3.450
H 3.505 -5.363 1.216
H 0.335 -5.533 3.270
H -6.964 2.135 -6.737
C 5.025 0.252 -1.424
H 0.843 0.749 6.758
Sn -0.340 0.121 1.391
C -1.314 0.191 -3.531
C -4.625 -0.847 -2.153
As 1.909 -1.012 -1.487
H 6.045 -2.426 4.382
C 3.323 -2.155 3.562
C 3.217 -0.853 -4.819
H -6.193 2.501 -4.422
H 1.818 -0.401 -8.251
C -3.979 0.559 -6.917
H -7.669 0.435 -0.129
H -5.314 3.068 -2.002
H 4.098 -3.645 -1.983
H -0.367 0.518 8.723
Se -2.573 1.593 0.767
H -2.178 4.168 7.251
C -1.978 3.622 -2.399
Si 1.095 -4.840 1.049
H 0.379 3.963 7.418
H 3.194 -4.123 -0.002
H 5.363 0.015 -2.434
C -6.819 0.078 -0.694
H -1.053 -4.042 0.134
H -5.560 1.712 -0.107
C 2.281 -1.770 2.744
C 2.819 -5.060 0.423
H 3.449 -1.372 -5.752
H -0.025 -4.703 -1.154
C 4.480 -2.031 5.847
C -1.652 1.613 4.075
H -2.359 1.840 3.288
H 3.747 2.973 -2.808
H 0.071 3.472 -7.740
H -5.872 -2.501 -2.681
H -1.367 1.553 9.741
H 2.365 -0.200 -5.007
H 2.789 1.824 -3.738
C 0.221 3.139 8.116
Se -2.429 -2.214 -5.215
H -1.023 3.128 -2.258
H 6.304 -3.159 5.960
H 0.068 -3.806 3.046
C -2.260 3.311 7.923
H -1.566 2.531 -6.147
C -0.819 1.892 -6.602
C 0.774 -4.618 2.857
C -4.437 4.882 -2.732
N -0.064 -0.300 -3.481
C 0.266 0.514 4.717
C 1.373 -0.407 4.352
H 1.106 2.501 8.102
C -5.571 1.958 -5.122
C 2.398 -0.739 5.226
H 5.957 -1.061 7.083
Si 2.828 -2.094 -3.471
C -1.064 2.369 7.767
H 1.555 -4.205 -3.164
H -3.782 -1.204 -2.736
C 3.401 -1.637 4.856
C 0.122 1.010 5.999
H 5.611 -0.188 5.588
H 0.543 -2.979 -3.949
Si 3.283 0.971 -1.428
C 3.802 -2.801 6.996
H 3.306 -3.700 6.625
N -0.644 0.141 -1.412
N 0.299 -0.296 -2.223
H 5.745 0.948 -0.990
C 0.103 2.419 -7.491
C 1.053 1.592 -8.079
H 5.051 -0.668 -0.834
C -1.676 0.482 -2.196
C -4.345 1.454 -4.712
H 5.180 -2.378 -2.573
C -4.552 0.346 -1.438
C 1.548 -3.395 -3.900
H -3.353 0.008 -7.609
N 1.318 -0.929 3.120

Its net charge is +3. The energy above the lowest of the compared OMol25 structures with the same formula, charge and spin comes out at 3.271 eV. The LUMO energy comes out at -0.3144 hartree.

Here are the Löwdin charges for atoms 1 to 99, given in e: atom 1 (H): 0.038, atom 2 (H): 0.081, atom 3 (H): 0.121, atom 4 (C): -0.052, atom 5 (C): -0.200, atom 6 (C): -0.241, atom 7 (H): 0.051, atom 8 (H): 0.099, atom 9 (H): 0.101, atom 10 (C): -0.146, atom 11 (H): 0.025, atom 12 (H): 0.100, atom 13 (H): 0.086, atom 14 (H): 0.116, atom 15 (C): -0.183, atom 16 (C): -0.025, atom 17 (H): 0.117, atom 18 (H): 0.097, atom 19 (C): -0.040, atom 20 (H): 0.086, atom 21 (H): 0.122, atom 22 (C): -0.392, atom 23 (C): -0.116, atom 24 (H): 0.035, atom 25 (C): -0.024, atom 26 (C): -0.114, atom 27 (C): -0.069, atom 28 (H): 0.119, atom 29 (C): 0.042, atom 30 (H): 0.067, atom 31 (H): -0.003, atom 32 (H): 0.028, atom 33 (N): -0.045, atom 34 (C): -0.049, atom 35 (P): 0.530, atom 36 (C): -0.046, atom 37 (H): 0.063, atom 38 (C): -0.033, atom 39 (C): -0.104, atom 40 (H): 0.045, atom 41 (H): 0.062, atom 42 (C): -0.043, atom 43 (C): -0.366, atom 44 (H): 0.113, atom 45 (H): 0.123, atom 46 (H): 0.111, atom 47 (H): 0.086, atom 48 (H): 0.011, atom 49 (H): 0.048, atom 50 (C): -0.370, atom 51 (P): 0.730, atom 52 (C): -0.086, atom 53 (C): -0.036, atom 54 (H): 0.094, atom 55 (H): 0.122, atom 56 (H): 0.056, atom 57 (H): 0.067, atom 58 (H): 0.117, atom 59 (C): -0.213, atom 60 (H): 0.111, atom 61 (Sn): 1.091, atom 62 (C): -0.337, atom 63 (C): -0.076, atom 64 (As): 0.976, atom 65 (H): 0.095, atom 66 (C): 0.007, atom 67 (C): -0.197, atom 68 (H): 0.107, atom 69 (H): 0.114, atom 70 (C): -0.088, atom 71 (H): 0.120, atom 72 (H): 0.104, atom 73 (H): -0.001, atom 74 (H): 0.082, atom 75 (Se): 0.382, atom 76 (H): 0.095, atom 77 (C): -0.081, atom 78 (Si): 0.925, atom 79 (H): 0.098, atom 80 (H): 0.023, atom 81 (H): 0.026, atom 82 (C): -0.045, atom 83 (H): 0.049, atom 84 (H): 0.098, atom 85 (C): -0.185, atom 86 (C): -0.152, atom 87 (H): 0.047, atom 88 (H): 0.036, atom 89 (C): -0.555, atom 90 (C): -0.133, atom 91 (H): 0.016, atom 92 (H): 0.049, atom 93 (H): 0.114, atom 94 (H): 0.121, atom 95 (H): 0.100, atom 96 (H): 0.005, atom 97 (H): 0.015, atom 98 (C): -0.026, atom 99 (Se): 0.335